The following is a DFT calculation (ωB97M-V with the def2-TZVPD basis set) of a cluster of 4 separate species, C3H15NO3S in total in a non-equilibrium geometry.

Positions of all 23 atoms, in Å:
S -2.29 -0.16 0.50
O 0.49 2.53 -0.89
O 2.50 1.31 1.25
O 0.30 2.19 2.06
N 0.70 -2.06 -0.93
C -0.48 -1.27 -1.25
C -1.51 -1.68 -0.15
C 1.90 -1.78 -1.75
H -0.31 3.08 -0.78
H 2.33 -0.90 -1.32
H 0.47 -3.04 -0.96
H 1.68 -1.57 -2.81
H 2.52 -2.69 -1.69
H 0.48 1.26 1.88
H -0.24 -0.20 -1.26
H -3.13 -0.69 1.41
H 0.80 2.36 0.00
H 3.33 0.83 1.15
H -1.16 -2.28 0.67
H -1.00 -1.40 -2.20
H -2.42 -2.18 -0.49
H -0.09 2.21 2.94
H 2.79 2.22 1.31

Results
Net charge: 0
Structure (SMILES): CNCCS.O.O.O
Frontier orbital gap, Ha: 0.3417

Here are the Mulliken charges for atoms 1 to 6, given in e: -0.2439 -0.6267 -0.5527 -0.6493 -0.3601 -0.4019

***

The following is a DFT calculation (ωB97M-V with the def2-TZVPD basis set) of a structure of composition C5H7NOS in a non-equilibrium geometry.

Positions of all 15 atoms, in Å:
S -0.88 0.86 3.09
O 3.03 1.06 -0.44
N -0.05 -0.37 -1.55
C 0.43 0.61 0.76
C 2.29 0.02 -0.93
C -0.82 0.49 1.57
C 0.82 0.02 -0.50
C -1.94 -0.06 0.65
H -2.05 0.60 -0.30
H 2.87 -0.94 -1.76
H 1.43 0.80 1.31
H -3.04 -0.33 1.13
H 0.46 -1.05 -2.20
H -0.98 -0.57 -1.33
H -1.58 -1.12 0.51

Results
Net charge: 0
Frontier orbital gap, Ha: 0.2693

Here are the Mulliken charges for atoms 1 to 6, given in e: -0.3104 -0.4393 -0.4556 -0.4254 -0.3464 0.4778

***

The following is a DFT calculation (ωB97M-V with the def2-TZVPD basis set) of a structure of composition C40H49CaF5I2N7O3P2Te in a non-equilibrium geometry.

Positions of all 110 atoms, in Å:
I -0.57 -3.27 1.91
I -1.84 -3.95 4.37
Te -0.13 -3.46 -1.08
Ca 0.11 -0.54 -0.43
P -0.65 1.51 1.85
P 2.03 0.95 -1.79
F -0.70 -4.04 -2.76
F 0.00 -1.69 -2.21
F -1.50 -4.74 -0.66
F 1.53 -3.52 -1.98
F 0.76 -4.95 -0.34
O -4.46 1.37 -7.21
O -1.84 -1.25 -0.17
O 0.64 -2.44 0.28
N -1.97 -2.30 -0.86
N -3.09 1.07 -5.43
N 1.89 0.18 0.84
N -2.98 3.02 -6.75
N -4.72 -0.52 -1.72
N -3.84 -4.52 -2.93
N -1.32 0.91 -2.24
C 0.91 1.23 2.79
C -0.10 5.28 -6.32
C -1.94 0.46 2.69
C 1.87 -0.05 -4.35
C -1.39 4.81 -6.49
C -3.38 -3.66 -2.32
C -2.55 1.52 -4.21
C -2.07 0.42 4.21
C 3.96 -1.23 -1.84
C 0.98 4.40 -6.22
C 4.35 -2.52 0.15
C -1.65 3.44 -6.56
C 2.68 2.52 -1.01
C -2.09 3.14 -2.53
C -3.04 -2.48 -1.59
C -3.99 -1.40 -1.64
C 2.28 1.68 4.75
C 2.87 -0.60 0.24
C 2.20 3.74 -1.81
C 1.07 1.72 4.08
C 2.44 1.14 -3.58
C 3.90 1.45 -3.94
C 3.39 1.17 4.07
C -0.93 3.32 2.30
C -0.58 2.56 -6.48
C 4.18 2.58 -0.74
C -1.87 0.60 -3.41
C -1.41 2.17 -1.82
C 3.51 -1.69 0.86
C 0.71 3.04 -6.31
C 2.02 0.64 2.12
C 3.12 -0.36 -1.13
C 4.58 -2.29 -1.21
C -1.42 4.10 1.07
C -3.29 0.67 2.00
C -1.87 3.63 3.48
C -2.68 2.82 -3.74
C 2.38 4.91 -6.01
C -3.56 1.79 -6.50
C 3.27 0.68 2.79
H 4.36 1.16 4.55
H -3.24 3.55 -4.29
H 1.84 2.01 -3.86
H 4.11 2.51 -3.88
H -3.99 -0.12 2.30
H 2.66 5.61 -6.80
H -2.37 3.69 0.71
H 2.37 2.06 5.76
H 2.28 -1.00 -4.02
H -1.09 0.34 4.68
H -0.69 4.06 0.26
H 2.33 4.65 -1.21
H 4.40 3.34 0.02
H -2.60 1.28 4.61
H -1.58 -0.54 2.40
H 4.15 0.33 2.27
H 2.07 0.05 -5.42
H 1.53 2.33 -6.26
H -1.78 -0.44 -3.73
H 4.11 1.13 -4.97
H 4.74 2.84 -1.64
H 3.10 4.10 -6.00
H -1.55 3.15 4.40
H 1.14 3.66 -2.07
H 2.77 3.87 -2.73
H -1.88 4.71 3.65
H -2.17 4.15 -2.13
H 0.79 -0.11 -4.21
H -2.22 5.51 -6.56
H -0.92 2.38 -0.88
H -3.41 0.11 -5.44
H -2.62 -0.48 4.49
H 4.13 -1.09 -2.90
H 4.55 1.62 -0.37
H 5.22 -2.96 -1.77
H 2.17 2.54 -0.05
H -0.75 1.49 -6.56
H -2.89 3.31 3.26
H 0.07 3.69 2.55
H 4.80 -3.37 0.64
H -3.53 3.57 -7.40
H 4.61 0.94 -3.29
H 0.23 2.17 4.58
H -3.74 1.63 2.28
H 3.28 -1.91 1.90
H 0.08 6.35 -6.26
H -1.58 5.15 1.33
H -3.20 0.65 0.91
H 2.46 5.44 -5.06

Results
Net charge: -1
Frontier orbital gap, Ha: 0.1914

Here are the Mulliken charges for atoms 1 to 6, given in e: 0.2335 -0.4126 1.2753 1.7212 1.0837 2.3499